1.
{
  "formula": "C14H46O16",
  "method": "ωB97M-V with the def2-TZVPD basis set",
  "lumo_energy_ha": 0.0039,
  "smiles": "OCCO.OCCO.OCCO.OCCO.OCCO.OCCO.OCCO.O.O",
  "homo_ev": -9.53,
  "spin_multiplicity": 1,
  "orbital_gap_ha": 0.354,
  "total_energy_ha": -1764.62550,
  "elements": ["O", "C", "C", "O", "H", "H", "H", "H", "H", "H", "O", "C", "C", "O", "H", "H", "H", "H", "H", "H", "O", "C", "C", "O", "H", "H", "H", "H", "H", "H", "O", "C", "C", "O", "H", "H", "H", "H", "H", "H", "O", "C", "C", "O", "H", "H", "H", "H", "H", "H", "O", "C", "C", "O", "H", "H", "H", "H", "H", "H", "O", "C", "C", "O", "H", "H", "H", "H", "H", "H", "O", "H", "H", "O", "H", "H"],
  "positions_angstrom": [[2.710, -1.656, -1.318], [2.823, -0.740, -2.372], [1.500, 0.007, -2.789], [1.831, 0.931, -3.774], [3.596, -2.113, -1.214], [3.552, -0.035, -1.966], [3.377, -1.151, -3.235], [1.097, 0.511, -1.881], [0.713, -0.675, -3.119], [1.964, 0.371, -4.555], [4.854, 1.607, 1.371], [3.567, 1.257, 1.643], [2.581, 2.352, 1.897], [1.242, 1.799, 1.733], [5.310, 1.720, 2.207], [3.264, 0.653, 0.780], [3.713, 0.526, 2.486], [2.757, 3.060, 1.090], [2.657, 2.955, 2.782], [0.540, 2.435, 1.968], [-2.153, 1.279, -4.147], [-1.569, 1.855, -2.978], [-1.896, 0.886, -1.857], [-1.211, 1.201, -0.636], [-2.010, 1.916, -4.860], [-0.514, 2.095, -2.980], [-2.058, 2.790, -2.854], [-1.639, -0.099, -2.194], [-2.970, 0.712, -1.598], [-0.936, 0.407, -0.137], [-1.413, -1.790, 1.298], [-2.461, -2.010, 0.405], [-3.815, -2.384, 0.974], [-4.559, -2.325, -0.206], [-0.629, -1.593, 0.871], [-2.637, -1.036, -0.185], [-2.105, -2.711, -0.273], [-4.139, -1.822, 1.787], [-3.764, -3.387, 1.321], [-4.321, -3.086, -0.786], [-0.097, 6.652, -0.382], [0.898, 5.611, -0.347], [0.167, 4.239, -0.637], [1.057, 3.210, -0.873], [-0.456, 6.768, -1.286], [1.711, 5.883, -0.999], [1.292, 5.566, 0.669], [-0.457, 4.217, -1.571], [-0.409, 3.953, 0.187], [0.639, 2.356, -0.712], [0.175, -3.583, -0.916], [-0.616, -4.748, -0.659], [0.187, -5.965, -0.162], [-0.681, -7.049, -0.061], [0.258, -3.467, -1.908], [-1.303, -4.539, 0.184], [-1.230, -4.927, -1.581], [0.594, -5.714, 0.845], [0.984, -6.211, -0.847], [-0.160, -7.783, 0.273], [-1.911, -0.257, 4.172], [-1.510, 0.604, 3.152], [-1.699, 2.104, 3.576], [-1.168, 2.807, 2.479], [-1.920, -1.126, 3.882], [-0.429, 0.538, 2.891], [-2.199, 0.390, 2.306], [-0.987, 2.325, 4.351], [-2.679, 2.297, 3.954], [-1.952, 3.136, 1.947], [1.032, -3.321, 1.857], [0.890, -3.116, 0.969], [1.546, -4.048, 1.721], [0.876, -0.581, 0.364], [1.462, -1.189, -0.118], [1.248, 0.256, 0.581]],
  "lowdin_charge": [-0.11, -0.22, -0.25, -0.04, 0.14, 0.12, 0.12, 0.10, 0.12, 0.10, -0.04, -0.29, -0.18, -0.11, 0.09, 0.11, 0.15, 0.11, 0.12, 0.06, -0.06, -0.24, -0.22, -0.09, 0.09, 0.10, 0.10, 0.10, 0.13, 0.06, -0.05, -0.25, -0.22, -0.07, -0.02, 0.13, 0.07, 0.11, 0.11, 0.11, -0.10, -0.19, -0.24, -0.09, 0.09, 0.11, 0.11, 0.12, 0.08, 0.04, -0.11, -0.22, -0.26, -0.05, 0.13, 0.12, 0.14, 0.12, 0.11, 0.09, -0.03, -0.24, -0.21, -0.11, 0.04, 0.12, 0.12, 0.11, 0.12, 0.14, 0.02, -0.04, -0.02, -0.04, 0.03, -0.01]
}

***

2.
{
  "formula": "C14H46O9",
  "method": "ωB97M-V with the def2-TZVPD basis set",
  "lumo_energy_ha": [-0.1067, -0.3536],
  "homo_ev": [-12.03, -12.03],
  "total_charge": 1,
  "spin_multiplicity": 2,
  "orbital_gap_ha": [0.336, 0.089],
  "total_energy_ha": -1237.57606,
  "elements": ["C", "O", "H", "H", "H", "H", "C", "O", "H", "H", "H", "H", "C", "O", "H", "H", "H", "H", "C", "O", "H", "H", "H", "H", "C", "C", "O", "H", "H", "H", "H", "H", "H", "C", "C", "O", "H", "H", "H", "H", "H", "H", "C", "C", "O", "H", "H", "H", "H", "H", "H", "C", "C", "O", "H", "H", "H", "H", "H", "H", "C", "C", "O", "H", "H", "H", "H", "H", "H"],
  "positions_angstrom": [[-2.215, -3.296, -2.332], [-1.694, -1.927, -2.720], [-1.633, -3.738, -1.523], [-3.142, -3.097, -1.793], [-2.281, -4.076, -3.090], [-2.210, -1.540, -3.432], [0.735, -3.601, 1.902], [0.977, -4.553, 0.834], [-0.144, -2.961, 1.821], [0.701, -4.244, 2.782], [1.660, -3.048, 2.063], [1.443, -5.282, 1.249], [-3.171, 2.852, 0.223], [-3.870, 2.800, 1.450], [-2.176, 3.178, 0.526], [-3.087, 1.830, -0.147], [-3.574, 3.567, -0.495], [-3.663, 3.443, 2.132], [-0.281, -0.138, -0.068], [0.340, 0.735, 0.830], [0.352, -1.020, -0.158], [-1.259, -0.443, 0.305], [-0.496, 0.229, -1.072], [0.158, 0.321, 1.676], [-2.035, 2.420, -3.822], [-3.415, 3.212, -3.777], [-4.077, 3.095, -5.021], [-1.658, 2.385, -2.800], [-1.186, 2.982, -4.212], [-2.107, 1.435, -4.284], [-3.100, 4.247, -3.644], [-3.967, 2.813, -2.925], [-4.623, 3.884, -5.055], [-3.119, -0.504, 4.123], [-2.189, 0.098, 3.130], [-0.792, -0.029, 3.491], [-2.482, -1.314, 4.477], [-3.974, -0.961, 3.624], [-3.418, 0.288, 4.810], [-2.371, 1.157, 2.947], [-2.350, -0.314, 2.134], [-0.530, 0.546, 4.213], [4.609, -1.991, 0.499], [3.984, -2.309, -0.924], [3.842, -3.648, -1.058], [5.636, -2.346, 0.583], [4.001, -2.518, 1.234], [4.634, -0.920, 0.698], [4.452, -1.864, -1.801], [2.984, -1.880, -0.854], [3.368, -4.055, -0.328], [2.350, 0.851, 4.245], [2.380, 2.279, 4.635], [1.145, 3.006, 4.688], [3.363, 0.453, 4.195], [1.686, 0.752, 3.386], [1.811, 0.216, 4.949], [2.923, 2.849, 3.882], [2.799, 2.395, 5.634], [0.930, 3.170, 3.767], [1.384, 0.346, -3.230], [2.478, 0.837, -4.223], [2.595, -0.250, -5.160], [0.530, -0.105, -3.736], [1.118, 1.284, -2.742], [1.724, -0.353, -2.467], [3.505, 0.790, -3.860], [2.241, 1.734, -4.794], [3.448, -0.156, -5.590]],
  "lowdin_charge": [-0.09, -0.16, 0.06, 0.07, 0.08, 0.06, -0.12, -0.14, 0.08, 0.09, 0.06, 0.07, -0.16, -0.14, 0.08, 0.08, 0.07, 0.08, -0.15, -0.08, 0.07, 0.07, 0.07, 0.03, -0.08, -0.30, -0.07, 0.04, 0.06, 0.07, 0.11, 0.09, 0.08, -0.07, -0.31, -0.11, 0.08, 0.08, 0.09, 0.10, 0.10, 0.08, 0.03, -0.17, 0.22, 0.10, 0.08, 0.10, 0.15, 0.16, 0.13, -0.10, -0.32, -0.07, 0.08, 0.05, 0.08, 0.11, 0.12, 0.08, -0.07, -0.27, -0.11, 0.08, 0.07, 0.04, 0.10, 0.11, 0.07]
}

***

3.
{
  "formula": "C14H48N6O10",
  "method": "ωB97M-V with the def2-TZVPD basis set",
  "lumo_energy_ha": 0.0016,
  "smiles": "NC(N)=O.NC(N)=O.NC(N)=O.CC(C)O.CC(C)O.CO.CO.CO.CO.CO",
  "homo_ev": -8.93,
  "spin_multiplicity": 1,
  "orbital_gap_ha": 0.330,
  "total_energy_ha": -1642.94402,
  "elements": ["N", "C", "N", "O", "H", "H", "H", "H", "N", "C", "N", "O", "H", "H", "H", "H", "N", "C", "N", "O", "H", "H", "H", "H", "C", "C", "C", "O", "H", "H", "H", "H", "H", "H", "H", "H", "C", "C", "C", "O", "H", "H", "H", "H", "H", "H", "H", "H", "C", "O", "H", "H", "H", "H", "C", "O", "H", "H", "H", "H", "C", "O", "H", "H", "H", "H", "C", "O", "H", "H", "H", "H", "C", "O", "H", "H", "H", "H"],
  "positions_angstrom": [[-2.827, 3.748, -1.247], [-2.596, 3.399, -0.023], [-3.542, 3.849, 0.762], [-1.702, 2.464, 0.392], [-2.242, 3.233, -1.930], [-3.479, 4.491, -1.402], [-3.601, 3.433, 1.748], [-3.988, 4.769, 0.643], [-1.310, -2.762, -3.081], [-1.683, -3.992, -3.203], [-1.089, -4.476, -4.234], [-2.492, -4.643, -2.322], [-1.908, -2.230, -2.393], [-0.445, -2.390, -3.372], [-1.095, -5.487, -4.447], [-0.844, -3.817, -5.031], [2.250, 3.246, 2.107], [2.144, 2.059, 1.566], [0.877, 1.753, 1.380], [3.231, 1.194, 1.350], [3.192, 3.543, 2.435], [1.443, 3.868, 2.283], [0.653, 0.752, 1.192], [0.198, 2.524, 1.358], [1.912, -0.848, 5.292], [0.964, -0.217, 4.238], [-0.478, -0.817, 4.339], [0.895, 1.053, 4.250], [1.553, -0.648, 6.297], [2.879, -0.409, 5.195], [2.008, -1.893, 5.243], [1.308, -0.470, 3.224], [-0.488, -1.873, 4.038], [-1.190, -0.519, 3.539], [-0.936, -0.616, 5.247], [1.004, 1.324, 3.342], [2.113, 2.766, -3.230], [1.529, 2.929, -1.841], [0.939, 4.313, -1.477], [0.781, 2.021, -1.456], [2.778, 3.551, -3.337], [1.311, 2.893, -3.969], [2.664, 1.788, -3.344], [2.367, 2.803, -1.125], [0.906, 4.339, -0.378], [-0.018, 4.474, -1.929], [1.607, 5.082, -1.894], [0.670, 2.000, -0.501], [2.672, -2.728, 0.610], [1.471, -3.426, 0.584], [3.468, -3.464, 0.660], [2.758, -2.117, 1.511], [2.794, -2.039, -0.174], [1.284, -3.861, -0.267], [-3.487, 0.277, -0.777], [-3.351, -0.933, -1.453], [-2.912, 0.961, -1.301], [-3.187, 0.272, 0.247], [-4.496, 0.653, -0.779], [-4.071, -1.505, -1.225], [-1.932, -3.352, 1.013], [-2.083, -2.069, 1.589], [-2.080, -3.355, -0.059], [-2.555, -4.027, 1.550], [-0.917, -3.698, 1.120], [-1.418, -1.524, 1.258], [2.103, -1.477, -2.911], [1.497, -2.269, -3.926], [1.760, -1.816, -1.949], [2.063, -0.467, -2.830], [3.190, -1.593, -2.869], [1.610, -3.161, -3.638], [-0.243, -0.607, -0.284], [0.271, -0.862, 0.948], [0.591, -0.271, -0.934], [-1.043, 0.120, -0.248], [-0.729, -1.513, -0.689], [0.735, -1.733, 0.905]],
  "lowdin_charge": [0.18, -0.63, 0.14, -0.10, 0.15, 0.12, 0.16, 0.12, 0.16, -0.68, 0.14, -0.11, 0.11, 0.06, 0.13, 0.16, 0.16, -0.61, 0.13, -0.13, 0.15, 0.14, 0.09, 0.10, -0.02, -0.58, -0.03, 0.01, 0.08, 0.06, 0.05, 0.12, 0.08, 0.07, 0.05, 0.05, -0.02, -0.66, -0.02, -0.02, 0.05, 0.09, 0.09, 0.14, 0.07, 0.05, 0.08, 0.04, -0.15, -0.12, 0.09, 0.10, 0.05, 0.11, -0.17, -0.09, 0.04, 0.07, 0.09, 0.09, -0.13, -0.11, 0.05, 0.08, 0.06, -0.03, -0.12, -0.10, 0.04, 0.03, 0.10, 0.07, -0.16, -0.15, 0.09, 0.07, 0.08, 0.08]
}